(1)
DFT (the ωB97M-V functional and the def2-TZVPD basis) results for a molecular structure, C10H11I2OP in a non-equilibrium geometry.

CARTESIAN COORDINATES (ANGSTROEM)
C  -2.978  -1.807  1.497
C  -2.202  -0.764  1.963
C  -2.487  -2.626  0.475
C  -1.086  -0.356  1.196
C  -1.277  -2.275  -0.192
C  -0.626  -1.053  0.105
C  2.169  1.808  -0.694
C  0.867  1.293  -1.319
C  3.148  0.633  -0.621
C  2.344  -0.524  0.084
O  0.883  -1.304  -2.159
P  0.796  -0.530  -0.899
I  4.958  1.316  0.278
I  3.352  -2.368  0.076
H  -3.800  -2.124  2.091
H  -2.519  -0.112  2.866
H  -3.121  -3.409  0.212
H  -0.780  0.678  1.486
H  -0.879  -2.966  -0.917
H  2.565  2.736  -1.084
H  1.982  1.987  0.341
H  -0.069  1.786  -1.168
H  0.859  0.877  -2.395
H  3.433  0.312  -1.600
H  2.175  -0.190  1.127

Values from the calculation:
Highest occupied orbital energy ... -9.36 eV
HOMO-LUMO gap ... 9.598 eV
Relative energy (zero: lowest compared OMol25 entry of this formula, charge and spin) ... 0.000 eV


(2)
DFT (the ωB97M-V functional and the def2-TZVPD basis) results for a molecular structure, C10H11N2OS in a non-equilibrium geometry.

CARTESIAN COORDINATES (ANGSTROEM)
C  -3.952  0.434  -0.090
C  -3.126  0.226  -1.228
C  -3.492  0.720  1.157
C  -1.712  0.302  -1.110
C  -2.061  0.919  1.199
C  -1.214  0.782  0.140
C  -0.024  1.506  1.711
C  4.140  -2.195  -1.148
C  3.247  -1.253  -1.520
C  2.048  -0.922  -0.745
N  0.060  1.099  0.486
N  -1.297  1.391  2.251
O  3.579  -0.330  1.470
S  2.993  0.276  0.282
H  -5.042  0.579  -0.118
H  -3.588  -0.139  -2.258
H  -4.051  0.762  2.122
H  -1.007  0.068  -1.835
H  0.694  2.092  2.174
H  5.004  -2.442  -1.717
H  4.008  -2.993  -0.472
H  3.604  -0.531  -2.235
H  1.342  -1.644  -0.282
H  1.423  -0.298  -1.443
H  -1.576  1.593  3.207

Values from the calculation:
Highest occupied orbital energy (spin up / spin down) ... -10.27 / -11.54 eV
Charge ... +1
Spin multiplicity ... 3
HOMO-LUMO gap (spin up / spin down) ... 6.039 / 3.223 eV


(3)
DFT (the ωB97M-V functional and the def2-TZVPD basis) results for a single C10H11N3O molecule in a non-equilibrium geometry.

CARTESIAN COORDINATES (ANGSTROEM)
C  1.806  2.064  -1.455
C  0.857  1.662  -2.471
C  1.690  1.682  -0.175
C  -0.118  0.818  -2.141
C  0.471  0.882  0.202
C  0.714  -0.100  1.467
C  -1.102  1.177  1.902
C  -0.409  0.025  2.309
C  -1.114  -1.609  0.190
C  0.058  -2.412  0.256
N  -1.230  -0.567  -0.555
N  -0.634  1.684  0.712
N  -0.073  0.158  -0.939
O  1.726  -0.699  1.600
H  2.671  2.809  -1.706
H  0.850  2.068  -3.459
H  2.210  2.145  0.680
H  -0.871  0.416  -2.886
H  -1.917  1.642  2.463
H  -0.309  -0.263  3.324
H  -1.993  -2.054  0.547
H  0.988  -2.009  -0.317
H  -0.316  -3.435  -0.243
H  0.429  -2.517  1.270
H  -1.208  2.153  0.046

Values from the calculation:
SMILES ... C/C=N\N1C=CC=C[C@@]12NC=CC2=O
Highest occupied orbital energy ... -7.59 eV
HOMO-LUMO gap ... 7.980 eV
Relative energy (zero: lowest compared OMol25 entry of this formula, charge and spin) ... 4.213 eV


(4)
DFT (the ωB97M-V functional and the def2-TZVPD basis) results for a single C10H11N3O2 molecule in a non-equilibrium geometry.

CARTESIAN COORDINATES (ANGSTROEM)
C  -2.500  -1.576  -0.019
C  -2.710  -0.474  -0.852
C  -1.465  -1.539  0.929
C  -1.759  0.478  -0.862
C  -0.740  -0.349  1.174
C  3.308  -1.257  0.474
C  2.453  -2.003  -0.399
C  -0.744  0.549  0.120
C  1.457  1.283  -0.970
C  0.232  1.745  0.220
N  3.029  -0.011  0.296
N  1.614  -1.154  -0.975
N  1.998  0.038  -0.511
O  0.587  1.883  1.539
O  -0.406  2.897  -0.243
H  -3.196  -2.327  -0.214
H  -3.469  -0.282  -1.597
H  -1.445  -2.489  1.579
H  -1.878  1.315  -1.690
H  -0.041  -0.073  1.923
H  4.094  -1.480  1.160
H  2.435  -3.096  -0.568
H  2.166  2.112  -1.014
H  1.066  0.966  -1.965
H  1.278  2.492  1.542
H  -0.853  3.155  0.617

Values from the calculation:
SMILES ... OC(O)(Cn1nccn1)c1ccccc1
Highest occupied orbital energy ... -8.95 eV
HOMO-LUMO gap ... 9.659 eV
Relative energy (zero: lowest compared OMol25 entry of this formula, charge and spin) ... 3.086 eV


(5)
DFT (the ωB97M-V functional and the def2-TZVPD basis) results for a single C10H11N3O2 molecule in a non-equilibrium geometry.

CARTESIAN COORDINATES (ANGSTROEM)
C  0.762  -3.119  1.220
C  0.487  -2.029  2.082
C  0.664  -3.080  -0.136
C  0.391  -0.791  1.480
C  0.477  -1.864  -0.720
C  0.453  -0.722  0.092
C  1.201  0.901  -1.753
C  0.737  0.696  -0.342
C  -0.555  1.543  -0.257
C  -1.913  0.803  -0.147
N  0.534  1.750  -2.445
N  -0.364  2.431  -1.764
N  -0.508  2.715  0.640
O  0.304  2.698  1.530
O  -1.372  3.537  0.457
H  1.070  -4.004  1.716
H  0.378  -2.149  3.178
H  0.854  -4.087  -0.624
H  0.250  0.210  1.947
H  0.474  -1.657  -1.772
H  2.048  0.329  -2.049
H  1.252  1.159  0.519
H  -2.607  1.604  -0.521
H  -2.166  0.444  0.892
H  -1.747  0.064  -0.866
H  -1.104  2.620  -2.356

Values from the calculation:
SMILES ... C[C@]1([N+](=O)[O-])NN=C[C@@H]1c1ccccc1
Highest occupied orbital energy ... -9.10 eV
HOMO-LUMO gap ... 9.263 eV
Relative energy (zero: lowest compared OMol25 entry of this formula, charge and spin) ... 5.960 eV


(6)
DFT (the ωB97M-V functional and the def2-TZVPD basis) results for a molecular structure, C10H11N7O2S in a non-equilibrium geometry.

CARTESIAN COORDINATES (ANGSTROEM)
C  -2.243  -0.320  1.701
C  -1.699  -1.762  1.813
N  -0.253  -1.509  1.719
C  0.954  -2.352  1.873
C  2.171  -1.481  1.551
S  1.678  0.252  1.594
C  -0.046  -0.129  1.649
N  -1.141  0.560  1.643
H  -2.841  -0.191  0.790
H  -2.882  -0.055  2.555
H  -1.937  -2.234  2.771
H  -2.031  -2.411  0.997
H  0.991  -2.709  2.906
H  0.887  -3.233  1.226
H  2.991  -1.640  2.257
H  2.554  -1.698  0.550
O  -1.305  3.059  4.586
N  -0.624  4.021  4.216
C  -0.542  4.314  2.792
C  -1.431  3.760  1.928
N  -1.401  4.107  0.581
N  -2.201  3.737  -0.449
N  -1.561  4.439  -1.276
N  -0.536  5.223  -1.190
C  -0.378  5.029  0.131
C  0.557  5.565  1.044
C  0.456  5.212  2.347
O  -0.015  4.753  5.007
H  -2.160  3.045  2.268
H  1.322  6.237  0.694
H  1.139  5.609  3.081

Values from the calculation:
Highest occupied orbital energy ... -8.34 eV
HOMO-LUMO gap ... 7.575 eV
Relative energy (zero: lowest compared OMol25 entry of this formula, charge and spin) ... 7.903 eV


(7)
DFT (the ωB97M-V functional and the def2-TZVPD basis) results for a single C10H11NO2 molecule in a non-equilibrium geometry.

CARTESIAN COORDINATES (ANGSTROEM)
C  0.668  2.621  -0.582
C  1.581  1.928  0.086
C  -0.316  1.940  -1.453
C  1.565  0.447  0.053
C  -1.569  0.905  1.332
C  0.509  -2.300  -0.339
C  -0.148  0.561  1.826
C  -1.294  1.150  -1.065
C  0.676  -0.148  0.757
C  -0.203  -3.659  -0.328
N  -1.960  0.992  0.118
O  1.254  -1.955  -1.180
O  0.248  -1.530  0.744
H  0.717  3.699  -0.780
H  2.303  2.554  0.615
H  -0.192  2.001  -2.562
H  1.970  -0.062  -0.832
H  -2.201  0.901  2.138
H  0.320  1.503  1.988
H  -0.322  -0.142  2.576
H  -2.014  0.661  -1.865
H  -0.934  -3.904  0.552
H  0.385  -4.588  -0.717
H  -1.043  -3.575  -1.082

Values from the calculation:
SMILES ... CC(=O)O/C1=C/C=C\C=C/N=C\C1
Highest occupied orbital energy ... -8.26 eV
HOMO-LUMO gap ... 8.924 eV
Relative energy (zero: lowest compared OMol25 entry of this formula, charge and spin) ... 4.698 eV


(8)
DFT (the ωB97M-V functional and the def2-TZVPD basis) results for 2 unconnected molecules or ions with the total composition C10H11O3S in a non-equilibrium geometry.

CARTESIAN COORDINATES (ANGSTROEM)
C  1.339  -2.591  1.421
C  2.076  -1.559  0.843
C  0.032  -2.413  1.784
C  1.507  -0.338  0.516
C  -0.592  -1.239  1.303
C  0.103  -0.228  0.590
C  0.042  3.184  -0.214
C  0.160  1.882  -0.505
C  -1.674  0.143  -1.761
C  -0.559  0.866  0.090
O  -1.694  1.793  2.317
O  -2.597  2.401  0.091
O  -3.006  0.199  1.005
S  -2.130  1.355  0.955
H  1.811  -3.514  1.664
H  3.148  -1.846  0.765
H  -0.431  -3.203  2.301
H  1.914  0.515  0.135
H  -1.622  -1.255  1.543
H  0.513  4.027  -0.532
H  -0.716  3.333  0.457
H  0.770  1.539  -1.289
H  -2.402  -0.238  -1.168
H  -0.952  -0.551  -1.978
H  -1.884  0.889  -2.408

Values from the calculation:
Highest occupied orbital energy (spin up / spin down) ... -2.48 / -5.28 eV
Charge ... -1
Spin multiplicity ... 3
HOMO-LUMO gap (spin up / spin down) ... 5.921 / 6.996 eV


(9)
DFT (the ωB97M-V functional and the def2-TZVPD basis) results for a molecular structure, C10H12AsAuCl2O2PS4 in a non-equilibrium geometry.

CARTESIAN COORDINATES (ANGSTROEM)
Au  0.130  0.008  -0.270
Cl  -0.856  -1.033  7.206
C  -0.380  -0.928  5.529
C  0.582  -1.809  5.035
C  0.963  -1.729  3.723
Cl  2.168  -2.830  3.125
C  0.437  -0.766  2.804
O  0.901  -0.772  1.605
C  -0.533  0.118  3.359
C  -1.176  1.200  2.615
O  -0.921  1.579  1.493
C  -0.928  0.009  4.701
H  1.021  -2.557  5.681
H  -1.981  1.712  3.179
H  -1.672  0.700  5.080
S  -0.015  -1.899  -3.630
As  -1.504  -0.721  -2.692
S  -0.580  1.227  -2.151
S  -1.777  -1.352  -0.586
S  -3.274  -0.480  -3.787
C  2.344  2.523  0.518
P  2.264  0.943  -0.362
C  2.856  1.310  -2.027
C  3.549  -0.086  0.380
H  3.342  2.961  0.451
H  2.076  2.359  1.562
H  1.609  3.199  0.081
H  3.845  1.770  -1.991
H  2.143  1.972  -2.514
H  2.883  0.383  -2.602
H  4.514  0.415  0.304
H  3.579  -1.043  -0.142
H  3.290  -0.283  1.418

Values from the calculation:
Highest occupied orbital energy ... -4.12 eV
Charge ... -1
HOMO-LUMO gap ... 5.511 eV
Relative energy (zero: lowest compared OMol25 entry of this formula, charge and spin) ... 0.000 eV


Listing total energy for the structures above in their given order: -1399.6394; -970.1637; -627.0212; -702.3149; -702.2093; -1319.3986; -592.7516; -1011.4072; -5764.8414 a.u..